# 1
Molecular formula: C22H43FeN2OPS4
Method: DFT, ωB97M-V/def2-TZVPD

```
74
Properties=species:S:1:pos:R:3:lowdin_charge:R:1
Fe 0.182 0.068 0.224 -0.0085
S -2.048 -0.352 4.021 0.6122
C -1.169 -0.194 2.679 -1.6724
S -0.146 -1.402 1.904 0.5998
S -1.076 1.210 1.608 0.6465
N 0.412 1.576 -1.138 -0.0526
C -0.439 1.768 -2.343 -0.1909
C -1.918 1.867 -1.977 -0.1786
C -2.721 0.622 -2.351 -0.1772
C -2.052 -0.682 -1.953 -0.2316
N -1.616 -0.689 -0.539 -0.0544
H 0.389 2.439 -0.601 0.0707
H 1.374 1.475 -1.453 0.0885
H -0.246 0.927 -3.008 0.1123
H -0.103 2.666 -2.864 0.1223
H -2.368 2.734 -2.459 0.1179
H -2.002 2.050 -0.902 0.0750
H -2.873 0.591 -3.433 0.1226
H -3.717 0.689 -1.906 0.1208
H -1.173 -0.873 -2.564 0.0827
H -2.748 -1.508 -2.120 0.1235
H -1.533 -1.652 -0.222 0.0485
H -2.338 -0.276 0.048 0.0705
C 2.632 3.486 0.396 -0.0965
C 3.328 2.212 0.892 -0.4994
C 4.427 2.603 1.890 -0.0890
P 2.248 0.811 1.504 1.0795
C 3.421 -0.644 1.412 -0.5205
C 4.101 -0.643 0.033 -0.1596
C 4.514 -0.898 2.456 -0.0921
C 1.762 1.216 3.252 -0.5298
C 1.263 2.662 3.396 -0.1331
C 2.744 0.907 4.385 -0.0879
H 3.392 4.252 0.233 0.0890
H 1.923 3.893 1.114 0.0672
H 2.130 3.355 -0.561 0.0529
H 3.831 1.775 0.027 0.0821
H 4.028 3.201 2.708 0.0735
H 5.171 3.214 1.376 0.0910
H 4.942 1.750 2.318 0.0474
H 2.737 -1.494 1.469 0.0467
H 5.006 -0.034 0.057 0.0892
H 3.470 -0.259 -0.773 0.0489
H 4.406 -1.658 -0.227 0.0765
H 5.256 -0.104 2.497 0.0655
H 5.044 -1.805 2.158 0.0896
H 4.128 -1.067 3.455 0.0573
H 0.907 0.567 3.412 0.0233
H 2.086 3.357 3.563 0.0740
H 0.612 2.708 4.270 0.0951
H 0.673 3.009 2.552 0.0162
H 3.733 1.336 4.234 0.0693
H 2.842 -0.162 4.562 0.0679
H 2.335 1.339 5.300 0.0914
C -2.207 -6.930 -0.262 -0.0342
C -1.238 -5.798 -0.451 -0.2461
C -0.105 -5.683 0.346 -0.0136
C 0.788 -4.636 0.174 -0.0733
C 0.550 -3.707 -0.825 -0.4190
C -0.571 -3.801 -1.643 -0.0737
C -1.459 -4.841 -1.446 -0.0156
S 1.689 -2.366 -0.986 0.9570
C 2.605 -2.873 -2.427 -0.2006
O 0.878 -1.130 -1.435 -0.5554
H -2.061 -7.423 0.697 0.0828
H -2.076 -7.677 -1.047 0.0937
H -3.236 -6.576 -0.314 0.0873
H 0.071 -6.407 1.131 0.1234
H 1.643 -4.533 0.831 0.1184
H -0.743 -3.065 -2.418 0.1040
H -2.340 -4.920 -2.072 0.1245
H 1.928 -3.070 -3.258 0.0718
H 3.148 -3.778 -2.159 0.0758
H 3.299 -2.072 -2.675 0.0594
```

As for the multiplicity: 2. The calculation puts the total energy at -115552.160 eV. The energy above the lowest of the compared OMol25 structures with the same formula, charge and spin comes out at 0.000 eV. The value obtained for the gap between HOMO and LUMO (spin up / spin down) is 7.34 / 7.71 eV. As for the net charge: +1. As for the HOMO energy (spin up / spin down): -10.34 / -10.35 eV. Its strongest force on any atom is 1.0 eV/A. As for the expectation value of S²: 0.826.


# 2
Molecular formula: C3H7BiO2
Method: DFT, ωB97M-V/def2-TZVPD

```
13
Properties=species:S:1:pos:R:3:lowdin_charge:R:1
C -1.815 0.611 -0.582 -0.0446
O -0.451 0.275 -0.312 -0.5025
C -0.232 -0.503 0.796 -0.2325
C 0.739 -1.409 0.851 0.0355
H -1.869 1.703 -0.636 0.1086
H -2.126 0.182 -1.544 0.1105
H -2.458 0.244 0.228 0.1150
H -0.916 -0.296 1.623 0.1402
H 1.195 -1.795 -0.065 0.0518
Bi 1.164 0.638 -1.785 1.6196
O 2.693 0.733 -0.605 -0.5337
H 1.448 -1.394 1.720 0.1151
H 2.628 1.012 0.310 0.0172
```

As for the multiplicity: 2. The calculation puts the total energy at -13149.164 eV. The energy above the lowest of the compared OMol25 structures with the same formula, charge and spin comes out at 0.185 eV. The value obtained for the gap between HOMO and LUMO (spin up / spin down) is 7.71 / 8.35 eV. As for the net charge: +1. As for the HOMO energy (spin up / spin down): -12.41 / -14.00 eV. Its strongest force on any atom is 2.3 eV/A. As for the expectation value of S²: 0.753.


# 3
Molecular formula: C6H10O
Method: DFT, ωB97M-V/def2-TZVPD

```
17
Properties=species:S:1:pos:R:3:lowdin_charge:R:1
O 1.835 -1.305 1.760 0.0410
C 2.282 -0.963 0.690 -0.2593
C 1.595 -0.009 -0.260 -0.1584
C 0.351 0.651 0.340 -0.1752
C -0.810 0.724 -0.631 -0.3176
C -1.495 -0.556 -1.014 -0.1325
C -2.217 0.464 -0.178 -0.1236
H 3.245 -1.381 0.321 0.1197
H 2.346 0.710 -0.624 0.1194
H 1.312 -0.620 -1.130 0.1224
H 0.611 1.651 0.700 0.1181
H 0.052 0.073 1.224 0.1108
H -0.711 1.460 -1.425 0.1340
H -1.804 -0.701 -2.045 0.0977
H -1.147 -1.453 -0.508 0.1053
H -3.025 1.022 -0.644 0.0968
H -2.374 0.233 0.872 0.1013
```

As for the multiplicity: 1. The calculation puts the total energy at -8430.476 eV. The energy above the lowest of the compared OMol25 structures with the same formula, charge and spin comes out at 0.765 eV. The value obtained for the gap between HOMO and LUMO is 10.89 eV. As for the net charge: 0. As for the HOMO energy: -9.81 eV. Its strongest force on any atom is 0.6 eV/A. The SMILES is O=CCCC1CC1.


# 4
Molecular formula: C25H59N9O9
Method: DFT, ωB97M-V/def2-TZVPD

```
102
Properties=species:S:1:pos:R:3:lowdin_charge:R:1
C -0.035 -1.434 -3.232 -0.0980
C 0.183 -2.609 -2.229 -0.2323
C -0.194 -2.234 -0.791 -0.2323
N 0.780 -1.384 -0.089 -0.0371
N 2.090 -1.424 -0.623 0.0269
C 3.050 -1.270 0.412 -0.6203
O 3.454 -2.172 1.009 0.1611
O 3.534 -0.039 0.718 0.0787
H -0.578 -1.837 -4.094 0.0595
H 0.940 -1.111 -3.606 0.0258
H -0.637 -0.630 -2.806 0.0710
H -0.533 -3.382 -2.533 0.0984
H 1.166 -3.068 -2.335 0.0931
H -1.116 -1.673 -0.855 0.0730
H -0.432 -3.132 -0.215 0.1022
H 0.441 -0.441 0.047 0.1146
H 2.234 -0.729 -1.363 0.0943
H 3.193 0.641 0.121 0.0928
C -3.145 -1.195 1.551 -0.3330
O -2.511 -1.815 0.705 -0.0197
N -4.265 -0.497 1.326 -0.1743
C -4.949 0.211 2.398 -0.0601
C -4.806 -0.448 -0.019 -0.0402
H -2.825 -1.162 2.605 0.1343
H -5.965 -0.185 2.490 0.0500
H -4.988 1.276 2.162 0.0922
H -4.422 0.076 3.331 0.0509
H -5.035 -1.460 -0.361 0.0875
H -4.068 -0.015 -0.697 0.0883
H -5.712 0.154 -0.032 0.0875
C 3.901 0.839 -3.820 -0.3389
O 2.833 0.447 -3.372 -0.0074
N 5.077 0.742 -3.186 -0.1805
C 6.317 1.233 -3.763 -0.0507
C 5.092 0.123 -1.874 -0.0238
H 3.977 1.322 -4.809 0.1317
H 7.022 0.405 -3.864 0.0927
H 6.743 1.993 -3.111 0.0776
H 6.138 1.670 -4.742 0.0813
H 4.716 -0.899 -1.950 0.1059
H 4.446 0.683 -1.215 0.0622
H 6.102 0.110 -1.472 0.1025
C -3.352 1.759 5.416 -0.3360
O -3.210 1.527 4.226 -0.0194
N -2.830 1.019 6.407 -0.1721
C -3.029 1.350 7.805 -0.0545
C -2.042 -0.152 6.056 -0.0564
H -3.937 2.622 5.779 0.1344
H -2.063 1.520 8.278 0.0704
H -3.535 0.521 8.307 0.0900
H -3.639 2.247 7.900 0.0815
H -1.195 0.150 5.445 0.0796
H -2.665 -0.839 5.475 0.0887
H -1.690 -0.649 6.947 0.0719
C -0.363 -1.787 -7.967 -0.3586
O -0.664 -2.738 -7.273 0.0137
N 0.773 -1.068 -7.845 -0.1996
C 1.069 0.056 -8.709 -0.0642
C 1.727 -1.437 -6.812 -0.0290
H -1.018 -1.425 -8.779 0.1302
H 1.998 -0.132 -9.251 0.0873
H 1.183 0.961 -8.106 0.0871
H 0.264 0.208 -9.426 0.0806
H 2.054 -2.465 -6.976 0.0964
H 1.244 -1.378 -5.837 0.0707
H 2.587 -0.771 -6.837 0.0818
C 1.090 -0.004 7.750 -0.3198
O 0.009 0.527 7.554 -0.0207
N 2.175 0.152 6.971 -0.1916
C 3.432 -0.511 7.257 -0.0538
C 2.081 1.015 5.803 -0.0281
H 1.264 -0.677 8.606 0.1381
H 4.214 0.237 7.406 0.0897
H 3.705 -1.154 6.419 0.0934
H 3.347 -1.118 8.157 0.0826
H 1.810 2.024 6.116 0.0946
H 1.306 0.642 5.133 0.0891
H 3.033 1.038 5.280 0.0880
C -7.991 -2.312 1.726 -0.3321
O -7.523 -1.312 2.243 -0.0084
N -7.462 -3.544 1.827 -0.1927
C -8.064 -4.698 1.189 -0.0568
C -6.244 -3.718 2.604 -0.0239
H -8.909 -2.280 1.115 0.1350
H -8.328 -5.439 1.946 0.0892
H -7.353 -5.139 0.487 0.0912
H -8.963 -4.408 0.648 0.0824
H -6.418 -3.399 3.633 0.0964
H -5.449 -3.102 2.181 0.0841
H -5.941 -4.762 2.592 0.0887
C 5.993 4.945 -3.367 -0.3500
O 6.680 4.312 -4.149 0.0002
N 4.822 5.536 -3.673 -0.1989
C 4.052 6.276 -2.691 -0.0562
C 4.317 5.426 -5.031 -0.0369
H 6.288 5.087 -2.313 0.1352
H 3.067 5.820 -2.580 0.0907
H 3.933 7.310 -3.023 0.0901
H 4.557 6.270 -1.727 0.0829
H 4.177 4.374 -5.285 0.0848
H 5.040 5.855 -5.726 0.0945
H 3.369 5.951 -5.119 0.0875
```

As for the multiplicity: 1. The calculation puts the total energy at -58718.962 eV. The value obtained for the gap between HOMO and LUMO is 8.44 eV. As for the net charge: 0. As for the HOMO energy: -8.15 eV. Its strongest force on any atom is 4.1 eV/A. The SMILES is CCCNNC(=O)O.CN(C)C=O.CN(C)C=O.CN(C)C=O.CN(C)C=O.CN(C)C=O.CN(C)C=O.CN(C)C=O.


# 5
Molecular formula: C5H8O2
Method: DFT, ωB97M-V/def2-TZVPD

```
15
Properties=species:S:1:pos:R:3:lowdin_charge:R:1
C 1.032 -0.368 1.026 -0.0069
C 0.028 0.233 0.065 -0.4960
C 0.369 0.440 -1.376 -0.0557
C 0.179 1.623 -0.458 -0.0629
O -1.339 -0.078 0.346 0.0233
C -1.687 -1.369 0.350 -0.3351
O -0.967 -2.306 0.127 0.0837
H 1.480 -1.277 0.619 0.0854
H 0.541 -0.629 1.968 0.0916
H 1.823 0.353 1.253 0.0856
H 1.377 0.178 -1.688 0.1117
H -0.402 0.249 -2.116 0.1129
H 1.050 2.191 -0.143 0.1061
H -0.731 2.204 -0.580 0.1099
H -2.755 -1.445 0.606 0.1464
```

As for the multiplicity: 1. The calculation puts the total energy at -9408.831 eV. The energy above the lowest of the compared OMol25 structures with the same formula, charge and spin comes out at 1.001 eV. The value obtained for the gap between HOMO and LUMO is 11.26 eV. As for the net charge: 0. As for the HOMO energy: -10.26 eV. Its strongest force on any atom is 0.5 eV/A. The SMILES is CC1(OC=O)CC1.


# 6
Molecular formula: C29H52N3O3
Method: DFT, ωB97M-V/def2-TZVPD

```
87
Properties=species:S:1:pos:R:3:lowdin_charge:R:1
C 0.223 3.501 -6.699 -0.0818
C 0.975 4.627 -6.502 -0.0665
C 1.754 4.714 -5.366 -0.0527
C 1.762 3.676 -4.465 -0.2536
C 2.674 3.788 -3.235 -0.0652
C 4.018 3.136 -3.630 -0.2438
C 4.063 1.630 -3.358 -0.1234
O 5.400 1.129 -3.314 -0.1040
C 6.251 1.830 -4.198 -0.1566
C 6.420 3.300 -3.713 -0.0570
N 5.205 3.706 -2.917 0.1120
C 1.000 2.546 -4.670 -0.0443
C 0.225 2.463 -5.800 -0.0641
H -0.376 3.400 -7.599 0.1162
H 0.991 5.459 -7.197 0.1157
H 2.384 5.582 -5.186 0.1184
H 2.782 4.850 -2.996 0.1255
H 2.169 3.229 -2.440 0.1208
H 4.142 3.367 -4.693 0.1563
H 3.419 1.082 -4.053 0.1433
H 3.681 1.490 -2.339 0.1164
H 5.772 1.839 -5.188 0.1326
H 7.213 1.337 -4.333 0.1407
H 6.389 3.910 -4.619 0.1380
H 7.341 3.445 -3.150 0.1377
H 5.294 3.341 -1.964 0.1897
H 5.137 4.723 -2.883 0.1867
H 1.069 1.756 -3.926 0.1202
H -0.364 1.575 -5.997 0.1171
C 1.208 -0.886 3.554 -0.0228
C 0.717 -0.416 2.157 -0.4729
C 0.824 -1.559 1.137 -0.1282
C 2.236 -1.825 0.620 -0.1691
C 2.894 -0.530 0.149 -0.1426
C 2.872 0.556 1.225 -0.4963
N 1.499 0.793 1.748 -0.0736
O 0.824 1.447 0.846 -0.0211
C 3.838 0.151 2.356 -0.0338
C 3.470 1.845 0.669 -0.0551
C -0.767 -0.108 2.344 -0.0456
H 1.750 -0.096 4.073 0.0824
H 0.374 -1.142 4.205 0.0806
H 1.850 -1.766 3.504 0.0778
H 0.191 -1.327 0.273 0.1235
H 0.418 -2.473 1.573 0.1312
H 2.844 -2.307 1.390 0.1063
H 2.192 -2.531 -0.212 0.1157
H 3.925 -0.731 -0.155 0.1235
H 2.375 -0.176 -0.751 0.1155
H 3.821 0.880 3.168 0.0945
H 4.860 0.104 1.978 0.0895
H 3.633 -0.828 2.779 0.0632
H 2.933 2.205 -0.212 0.0515
H 4.508 1.683 0.368 0.0795
H 3.466 2.638 1.420 0.0954
H -0.911 0.728 3.033 0.0972
H -1.282 -0.972 2.763 0.0731
H -1.267 0.130 1.405 0.0803
C -5.949 -2.120 0.848 -0.0313
C -5.098 -3.260 1.472 -0.4808
C -6.007 -4.362 2.035 -0.1350
C -6.661 -4.030 3.375 -0.1733
C -5.624 -3.533 4.378 -0.1349
C -4.805 -2.362 3.834 -0.4973
N -4.192 -2.679 2.510 -0.0778
O -3.194 -3.494 2.697 -0.0256
C -5.715 -1.121 3.740 -0.0387
C -3.737 -1.965 4.850 -0.0432
C -4.319 -3.859 0.301 -0.0520
H -5.507 -1.141 1.038 0.0797
H -6.005 -2.209 -0.236 0.0772
H -6.976 -2.108 1.216 0.0757
H -5.419 -5.277 2.169 0.1236
H -6.780 -4.603 1.303 0.1263
H -7.455 -3.289 3.241 0.1035
H -7.149 -4.922 3.772 0.1148
H -6.120 -3.238 5.305 0.1256
H -4.959 -4.362 4.641 0.1270
H -5.178 -0.271 3.315 0.0901
H -6.055 -0.831 4.735 0.0903
H -6.616 -1.278 3.153 0.0594
H -3.063 -2.786 5.094 0.0813
H -4.197 -1.651 5.787 0.0891
H -3.139 -1.130 4.478 0.0773
H -3.621 -3.132 -0.120 0.0898
H -5.006 -4.154 -0.491 0.0869
H -3.759 -4.749 0.587 0.0779
```

As for the multiplicity: 3. The calculation puts the total energy at -41519.032 eV. The value obtained for the gap between HOMO and LUMO (spin up / spin down) is 6.94 / 7.75 eV. As for the net charge: +1. As for the HOMO energy (spin up / spin down): -9.88 / -10.69 eV. Its strongest force on any atom is 2.8 eV/A. As for the expectation value of S²: 2.008.